{"formula": "C2N2S2", "method": "ωB97M-V/def2-TZVPD", "relative_energy_kj_mol": 138.8, "charge": 0, "elements": ["S", "S", "N", "N", "C", "C"], "positions_angstrom": [[-1.0998, -1.2550, 0.3024], [1.0471, -1.0759, -1.2588], [1.9094, 0.5951, 0.8759], [-1.8268, 1.4640, -0.0137], [1.6424, -0.0657, -0.0214], [-1.6721, 0.3375, 0.1156]], "forces_ev_per_angstrom": [[1.35, 0.49, -1.72], [-2.09, 0.44, 2.34], [0.50, 0.63, 0.64], [-0.60, 1.29, -0.14], [-0.43, -0.93, -1.22], [1.28, -1.92, 0.11]]}

---

{"formula": "C2N3O", "method": "ωB97M-V/def2-TZVPD", "relative_energy_kj_mol": 154.4, "charge": -1, "elements": ["O", "N", "N", "N", "C", "C"], "positions_angstrom": [[-1.5360, 1.6349, -0.2202], [-0.7477, -1.6462, -0.1295], [-0.9268, 0.7608, 0.4903], [2.4578, -0.1945, 0.0110], [-0.5909, -0.4564, 0.0108], [1.3435, -0.0985, -0.1623]], "forces_ev_per_angstrom": [[2.17, -3.80, 1.88], [-1.18, 3.00, 0.60], [-2.30, 5.23, -0.47], [3.67, -0.52, 0.42], [1.05, -5.51, -2.22], [-3.41, 1.60, -0.21]]}

---

{"formula": "C2N3O2S", "method": "ωB97M-V/def2-TZVPD", "relative_energy_kj_mol": 70.4, "charge": -1, "elements": ["S", "O", "O", "N", "N", "N", "C", "C"], "positions_angstrom": [[2.0037, -1.1871, -0.7539], [-3.1404, -0.1827, -0.5952], [-1.8176, -0.0963, 1.2167], [1.6296, 0.6497, 0.7636], [2.5696, -0.0489, 0.4015], [0.4050, 0.4226, 0.2096], [0.3024, -0.5517, -0.5736], [-2.3650, -0.2169, 0.2251]], "forces_ev_per_angstrom": [[-0.79, 0.19, 0.34], [-2.49, -0.45, -4.00], [0.91, -0.51, 2.16], [-0.05, 1.99, 1.27], [1.17, -1.36, -0.92], [-0.04, 2.18, 1.63], [0.47, -2.78, -2.73], [0.82, 0.74, 2.26]]}

---

{"formula": "C2N4O4", "method": "ωB97M-V/def2-TZVPD", "total_energy_ev": -16215.108, "charge": 0, "elements": ["O", "O", "O", "O", "N", "N", "N", "N", "C", "C"], "positions_angstrom": [[0.4037, -1.6442, -0.6484], [0.8791, 1.5388, 0.1428], [2.5922, 0.2557, -0.6142], [0.5231, -0.9990, 1.3978], [-2.1256, 0.0315, -0.2721], [-2.9196, -0.7896, -0.2443], [0.6614, -0.8722, 0.2168], [-0.4930, 1.5560, 0.3339], [1.5014, 0.3880, -0.1640], [-1.0226, 0.5349, -0.1483]], "forces_ev_per_angstrom": [[-0.13, -1.14, -0.87], [1.66, 0.18, -0.08], [-1.24, 0.31, 0.60], [-0.32, -0.35, 1.35], [-4.67, -3.14, 0.67], [0.22, 0.95, -0.48], [1.82, 0.62, -0.28], [-1.02, 0.21, 0.21], [0.48, -0.37, -0.52], [3.21, 2.73, -0.59]]}

---

{"formula": "C2N5", "method": "ωB97M-V/def2-TZVPD", "relative_energy_kj_mol": 0.0, "charge": -1, "elements": ["N", "N", "N", "N", "N", "C", "C"], "positions_angstrom": [[-0.2855, -1.0242, 0.7724], [2.6886, 0.4960, -0.5800], [-0.7914, 0.7659, -0.5161], [-1.5517, -0.7937, 0.7639], [-1.8718, 0.2396, 0.0242], [0.2376, 0.0406, -0.0969], [1.5743, 0.2759, -0.3675]], "forces_ev_per_angstrom": [[2.15, 2.17, -1.84], [-0.26, -0.12, 0.03], [0.63, 0.30, -0.23], [-0.30, -0.50, 0.37], [-0.49, 0.47, -0.36], [-3.28, -2.61, 2.32], [1.56, 0.29, -0.29]]}